Entry 1:
Entry from the OMol25 dataset: a structure of composition C32H34BN13O3Rb (the ωB97M-V functional and the def2-TZVPD basis).

Values from the calculation:
Kohn-Sham gap ... 8.23 eV
Total charge ... -1
E ... -2226.63805 a.u.
F_max ... 0.3 eV/Å
Energy relative to the best compared isomer or geometry (same formula, charge and spin) ... 78.7 kJ/mol
HOMO energy ... -0.2267 Eh

Last column: Mulliken charge in e.
Geometry (Å):
Rb (-0.421, -0.233, 0.261)  0.7086
C (-1.209, -4.320, 2.321)  -0.9135
C (-1.377, -3.754, 1.048)  -0.3440
N (-0.241, -3.237, 0.597)  -0.7803
N (0.673, -3.447, 1.559)  0.7503
C (0.123, -4.096, 2.602)  -0.2842
B (2.153, -2.990, 1.485)  -0.0267
N (2.385, -1.768, 2.402)  0.2231
C (3.093, -1.758, 3.549)  -0.2951
C (3.035, -0.489, 4.083)  -1.0187
C (2.252, 0.224, 3.161)  -0.3717
N (1.865, -0.550, 2.160)  0.0521
N (2.595, -2.729, 0.043)  0.1494
C (3.591, -3.389, -0.584)  -0.3390
C (3.757, -2.838, -1.835)  -0.9215
C (2.793, -1.818, -1.875)  -0.2509
N (2.099, -1.759, -0.749)  -0.0936
H (-1.936, -4.823, 2.936)  0.4779
H (-2.264, -3.699, 0.435)  0.4818
H (0.721, -4.351, 3.462)  0.4730
H (2.839, -3.879, 1.934)  -0.1961
H (3.586, -2.655, 3.886)  0.4308
H (3.498, -0.133, 4.988)  0.3755
H (1.940, 1.258, 3.182)  0.3813
H (4.098, -4.196, -0.083)  0.4136
H (4.461, -3.127, -2.596)  0.3466
H (2.570, -1.128, -2.675)  0.3836
N (-3.399, 6.614, 1.146)  0.1616
C (-3.690, 7.953, 1.017)  0.6384
C (-4.884, 8.664, 1.015)  -1.1045
C (-4.791, 10.034, 0.862)  -0.3978
C (-3.552, 10.674, 0.716)  -0.4721
C (-2.369, 9.962, 0.715)  -0.7001
C (-2.441, 8.577, 0.865)  0.5860
N (-1.431, 7.634, 0.886)  -0.7698
C (-2.034, 6.488, 1.046)  -0.1503
C (-1.376, 5.180, 1.101)  0.6630
C (-0.103, 5.022, 0.566)  -0.5148
C (0.465, 3.759, 0.581)  -0.7000
N (-0.132, 2.685, 1.092)  0.0243
C (-1.340, 2.847, 1.624)  -0.0950
C (-2.002, 4.067, 1.647)  -0.4781
H (-4.049, 5.848, 1.160)  0.1976
H (-5.842, 8.173, 1.127)  0.3917
H (-5.696, 10.628, 0.854)  0.3744
H (-3.528, 11.750, 0.599)  0.3697
H (-1.409, 10.447, 0.600)  0.4305
H (0.414, 5.865, 0.131)  0.4905
H (1.445, 3.597, 0.146)  0.4042
H (-1.789, 1.966, 2.062)  0.2846
H (-2.979, 4.124, 2.111)  0.4859
N (-2.783, -1.628, 3.860)  0.1543
C (-1.744, -1.692, 4.755)  -0.6755
C (-0.872, -0.720, 4.366)  -0.3854
N (-1.350, -0.073, 3.254)  0.0222
C (-2.494, -0.648, 2.968)  -0.6141
H (-3.564, -2.255, 3.791)  0.2595
H (-1.711, -2.418, 5.548)  0.4024
H (0.080, -0.465, 4.802)  0.4516
H (-3.162, -0.411, 2.148)  0.3616
C (-3.527, 1.029, -4.373)  -1.3981
C (-3.615, 2.425, -3.768)  -1.1767
C (-3.961, 2.385, -2.275)  2.5597
C (-4.150, 3.820, -1.698)  -1.2263
C (-2.987, 4.775, -1.929)  -1.2032
C (-5.310, 1.718, -2.101)  -0.1278
O (-6.282, 1.990, -2.785)  -0.6841
N (-5.385, 0.825, -1.082)  0.0777
C (-4.340, 0.450, -0.207)  0.0307
O (-4.666, -0.294, 0.719)  -0.8447
N (-3.093, 0.899, -0.418)  0.3127
C (-2.833, 1.707, -1.471)  -0.5085
O (-1.679, 1.995, -1.792)  -0.7437
H (-3.268, 1.079, -5.433)  0.4606
H (-4.477, 0.498, -4.292)  0.2876
H (-2.757, 0.439, -3.873)  0.3087
H (-4.379, 3.014, -4.279)  0.4296
H (-2.657, 2.931, -3.878)  0.4237
H (-4.346, 3.723, -0.623)  0.2968
H (-5.058, 4.223, -2.154)  0.5370
H (-2.052, 4.366, -1.552)  0.1729
H (-3.180, 5.730, -1.435)  0.3936
H (-2.855, 4.989, -2.991)  0.4437
H (-6.284, 0.415, -0.876)  0.2690

Cartesian forces (eV/Å) of the 6 atoms listed first:
0.24 0.01 -0.11
0.05 -0.01 0.01
0.01 -0.01 -0.03
-0.12 0.10 -0.05
-0.09 -0.05 0.03
0.00 -0.02 0.00

=====

Entry 2:
Entry from the OMol25 dataset: a structure of composition C32H34CrN6O4PS3 (the ωB97M-V functional and the def2-TZVPD basis).

Values from the calculation:
Kohn-Sham gap (alpha / beta) ... 7.15 / 7.11 eV
Expectation value of S² ... 3.7883
E ... -4449.85167 a.u.
F_max ... 0.1 eV/Å
Energy relative to the best compared isomer or geometry (same formula, charge and spin) ... 0.0 kJ/mol
HOMO energy (alpha / beta) ... -0.2737 / -0.2796 Eh
Multiplicity ... 4

Last column: Löwdin spin population.
Geometry (Å):
Cr (-0.583, 0.684, -0.171)  2.8921
C (-1.546, -0.445, 3.935)  0.0030
C (-1.584, 0.183, 2.572)  0.0276
N (-0.753, -0.188, 1.647)  -0.0152
N (0.087, -1.264, 1.946)  0.0028
C (1.115, -1.357, 1.176)  -0.0002
S (1.591, -0.300, -0.106)  -0.0092
S (2.227, -2.695, 1.449)  -0.0006
C (1.264, -3.737, 2.577)  -0.0009
C (0.093, -4.420, 1.919)  -0.0001
C (0.291, -5.309, 0.866)  -0.0001
C (-0.781, -5.962, 0.279)  0.0000
C (-2.074, -5.726, 0.731)  -0.0001
C (-2.283, -4.833, 1.772)  0.0000
C (-1.204, -4.187, 2.362)  -0.0001
C (-2.578, 1.227, 2.318)  0.0045
C (-3.212, 1.842, 3.413)  0.0033
C (-4.215, 2.768, 3.253)  0.0024
C (-4.638, 3.088, 1.960)  0.0046
C (-4.046, 2.505, 0.868)  0.0013
C (-2.987, 1.586, 1.008)  0.0106
O (-2.454, 1.083, -0.077)  0.0448
H (-0.947, -1.348, 3.924)  0.0000
H (-2.554, -0.659, 4.284)  0.0008
H (-1.089, 0.254, 4.640)  0.0013
H (0.942, -3.138, 3.426)  0.0000
H (1.986, -4.474, 2.934)  -0.0001
H (1.297, -5.486, 0.503)  0.0000
H (-0.608, -6.658, -0.532)  0.0000
H (-2.912, -6.239, 0.277)  0.0000
H (-3.286, -4.640, 2.130)  0.0000
H (-1.369, -3.488, 3.172)  0.0000
H (-2.895, 1.591, 4.416)  0.0002
H (-4.669, 3.236, 4.115)  0.0001
H (-5.436, 3.807, 1.816)  0.0002
H (-4.354, 2.750, -0.140)  0.0001
N (0.986, 4.585, -1.287)  -0.0021
C (0.440, 3.363, -1.133)  0.0000
S (0.089, 2.857, 0.481)  -0.0063
N (0.253, 2.688, -2.255)  -0.0044
N (-0.259, 1.457, -2.040)  -0.0186
C (-0.487, 0.680, -3.044)  0.0289
C (-0.226, 1.060, -4.452)  0.0027
C (-0.948, 2.088, -5.051)  0.0018
C (-0.708, 2.424, -6.373)  -0.0001
C (0.260, 1.744, -7.102)  0.0010
C (0.987, 0.725, -6.505)  0.0000
C (0.742, 0.381, -5.184)  0.0018
C (-1.017, -0.654, -2.706)  0.0034
C (-1.386, -1.590, -3.662)  0.0033
C (-1.861, -2.822, -3.243)  0.0046
C (-1.962, -3.092, -1.888)  0.0045
C (-1.591, -2.105, -0.991)  0.0060
N (-1.134, -0.924, -1.393)  -0.0010
H (1.092, 5.188, -0.493)  -0.0006
H (1.142, 4.932, -2.216)  -0.0003
H (-1.688, 2.624, -4.472)  0.0001
H (-1.273, 3.222, -6.836)  0.0000
H (0.448, 2.012, -8.133)  0.0001
H (1.748, 0.199, -7.067)  0.0000
H (1.311, -0.412, -4.712)  0.0001
H (-1.300, -1.348, -4.711)  0.0000
H (-2.152, -3.566, -3.973)  0.0001
H (-2.316, -4.042, -1.518)  0.0002
H (-1.648, -2.263, 0.079)  0.0003
C (4.236, 4.368, 2.261)  0.0000
O (4.687, 3.037, 2.047)  0.0003
P (3.597, 2.036, 1.306)  0.0008
O (4.577, 0.736, 1.268)  0.0004
C (5.208, 0.424, 0.032)  -0.0002
O (2.663, 1.609, 2.555)  0.0002
C (3.195, 0.924, 3.689)  0.0000
H (5.069, 4.934, 2.672)  0.0000
H (3.402, 4.397, 2.967)  0.0000
H (3.918, 4.834, 1.323)  0.0000
H (4.520, 0.560, -0.806)  -0.0001
H (5.507, -0.621, 0.075)  0.0000
H (6.093, 1.046, -0.118)  0.0000
H (2.446, 0.987, 4.477)  0.0000
H (4.123, 1.386, 4.028)  0.0000
H (3.381, -0.121, 3.441)  0.0000

Cartesian forces (eV/Å) of the 6 atoms listed first:
-0.05 -0.01 -0.03
0.00 0.00 0.00
0.01 0.00 0.00
-0.01 -0.02 0.00
0.01 0.01 0.00
0.07 0.02 0.05

=====

Entry 3:
Entry from the OMol25 dataset: a structure of composition C32H34F3N3Pt (the ωB97M-V functional and the def2-TZVPD basis).

Values from the calculation:
Kohn-Sham gap (alpha / beta) ... 5.38 / 6.74 eV
Expectation value of S² ... 2.0293
E ... -1822.98152 a.u.
F_max ... 0.9 eV/Å
Energy relative to the best compared isomer or geometry (same formula, charge and spin) ... 4.1 kJ/mol
HOMO energy (alpha / beta) ... -0.1912 / -0.3083 Eh
Multiplicity ... 3

Last column: Löwdin spin population.
Geometry (Å):
Pt (0.045, -0.021, 0.079)  0.3248
C (-1.505, -6.660, 1.653)  0.0038
C (-1.300, -5.622, 2.766)  0.0048
C (-0.095, -6.026, 3.629)  0.0042
C (-2.549, -5.621, 3.652)  -0.0002
C (-1.035, -4.254, 2.150)  0.0678
C (-1.834, -3.116, 2.432)  0.0928
C (-1.547, -1.921, 1.831)  0.0284
N (-0.525, -1.737, 0.977)  0.1539
C (0.299, -2.822, 0.699)  0.1360
C (0.017, -4.072, 1.291)  0.0466
C (1.389, -2.580, -0.169)  0.1197
C (2.333, -3.554, -0.567)  0.0531
C (3.372, -3.259, -1.411)  0.0511
C (3.463, -1.921, -1.870)  0.0940
C (2.538, -1.002, -1.449)  0.0136
N (1.520, -1.283, -0.629)  0.1277
C (4.374, -4.337, -1.805)  0.0027
C (3.637, -5.488, -2.506)  0.0029
C (5.071, -4.866, -0.542)  0.0030
C (5.447, -3.804, -2.757)  -0.0001
H (-1.706, -7.639, 2.093)  0.0008
H (-0.624, -6.750, 1.017)  0.0004
H (-2.353, -6.384, 1.025)  0.0002
H (-0.279, -6.995, 4.098)  0.0008
H (0.073, -5.289, 4.416)  0.0001
H (0.815, -6.103, 3.033)  0.0005
H (-2.701, -6.618, 4.068)  0.0000
H (-3.438, -5.354, 3.079)  0.0001
H (-2.442, -4.924, 4.485)  0.0000
H (-2.674, -3.159, 3.106)  0.0059
H (-2.169, -1.066, 2.043)  -0.0005
H (0.662, -4.905, 1.051)  0.0007
H (2.223, -4.560, -0.186)  0.0014
H (4.246, -1.600, -2.539)  0.0065
H (2.620, 0.025, -1.782)  -0.0018
H (2.899, -5.949, -1.848)  0.0005
H (4.349, -6.257, -2.812)  0.0006
H (3.118, -5.123, -3.394)  0.0001
H (4.358, -5.314, 0.151)  0.0005
H (5.587, -4.056, -0.024)  0.0001
H (5.807, -5.627, -0.812)  0.0006
H (5.006, -3.434, -3.684)  0.0001
H (6.139, -4.608, -3.010)  0.0000
H (6.023, -3.000, -2.294)  0.0001
N (0.568, 1.412, -1.062)  0.5300
C (0.525, 1.726, -2.282)  0.0561
C (-0.158, 0.837, -3.280)  0.0319
C (0.496, 0.499, -4.461)  0.0019
C (-0.078, -0.409, -5.337)  0.0031
C (-1.312, -0.974, -5.048)  -0.0023
C (-1.985, -0.609, -3.891)  0.0011
C (-1.413, 0.290, -3.006)  0.0002
C (1.217, 2.941, -2.780)  0.0235
C (0.684, 3.669, -3.840)  -0.0027
C (1.322, 4.816, -4.284)  0.0024
C (2.501, 5.234, -3.684)  -0.0047
C (3.038, 4.507, -2.630)  0.0014
C (2.396, 3.370, -2.172)  0.0010
H (1.463, 0.933, -4.685)  0.0003
H (0.439, -0.674, -6.250)  0.0004
H (-1.752, -1.690, -5.729)  -0.0002
H (-2.962, -1.020, -3.673)  0.0002
H (-1.963, 0.612, -2.133)  -0.0001
H (-0.237, 3.343, -4.306)  -0.0001
H (0.898, 5.383, -5.103)  0.0003
H (3.001, 6.126, -4.037)  -0.0003
H (3.961, 4.829, -2.165)  0.0003
H (2.803, 2.802, -1.345)  0.0021
F (-1.555, 2.374, 0.324)  0.0012
C (-1.488, 1.097, 0.791)  0.0026
F (-2.709, 0.546, 0.445)  0.0011
F (-1.547, 1.225, 2.149)  0.0007

Cartesian forces (eV/Å) of the 6 atoms listed first:
-0.07 0.15 0.31
-0.01 0.04 0.03
-0.01 -0.11 0.09
-0.06 0.02 -0.02
0.09 0.04 -0.07
0.10 0.10 -0.13

=====

- Which of these has the highest energy relative to the best compared isomer or geometry (same formula, charge and spin)?
  C32H34BN13O3Rb

=====

- Among the records above, which one has the highest energy relative to the best compared isomer or geometry (same formula, charge and spin)?
  C32H34BN13O3Rb

=====

- Which of these has the highest F_max?
  C32H34F3N3Pt

=====

- The lowest E belongs to which entry?
  C32H34CrN6O4PS3